{
  "formula": "C48H56AsMoN5OSTe",
  "method": "the ωB97M-V functional and the def2-TZVPD basis",
  "gap_ev": [5.0, 6.2],
  "charge": 1,
  "multiplicity": 4,
  "symbols": ["Mo", "C", "C", "N", "C", "C", "C", "C", "C", "C", "C", "C", "C", "N", "C", "H", "H", "H", "H", "H", "H", "H", "H", "C", "C", "O", "N", "Te", "C", "C", "C", "C", "C", "C", "C", "C", "C", "C", "C", "C", "C", "C", "C", "C", "C", "C", "H", "H", "H", "H", "H", "H", "H", "H", "H", "H", "H", "H", "H", "H", "H", "H", "H", "H", "H", "H", "H", "H", "H", "H", "H", "C", "As", "C", "C", "S", "H", "H", "H", "H", "H", "H", "H", "H", "H", "C", "C", "C", "N", "C", "C", "H", "H", "H", "H", "H", "C", "C", "C", "C", "C", "C", "C", "C", "N", "H", "H", "H", "H", "H", "H", "H", "H", "H"],
  "xyz": [[-1.9759, -1.4782, 0.1882], [-3.2386, 1.2968, 3.4284], [-2.6381, 0.2584, 2.7588], [-2.6697, 0.1169, 1.4128], [-3.2431, 1.1628, 0.7088], [-3.9152, 2.2396, 1.3308], [-3.9334, 2.2840, 2.7201], [-4.4965, 3.2430, 0.4853], [-4.3616, 3.1924, -0.8575], [-3.6224, 2.1427, -1.4960], [-3.4231, 2.0547, -2.8667], [-2.6873, 0.9809, -3.3677], [-2.1633, 0.0410, -2.5091], [-2.3215, 0.0816, -1.1734], [-3.0633, 1.1331, -0.6764], [-3.1600, 1.3461, 4.5052], [-2.1071, -0.5038, 3.3110], [-4.4408, 3.0891, 3.2349], [-5.0404, 4.0533, 0.9543], [-4.8085, 3.9534, -1.4853], [-3.8477, 2.7999, -3.5268], [-2.5223, 0.8812, -4.4311], [-1.5984, -0.7988, -2.8848], [1.0902, -3.5645, 1.2112], [0.7204, -2.1285, 1.5408], [1.4429, -1.5095, 2.3859], [-0.3177, -1.5950, 0.9533], [1.2153, 1.0040, 1.5326], [2.9753, 1.4072, 0.3754], [2.9666, 2.5919, -0.3681], [1.7768, 3.5117, -0.4228], [4.0967, 2.9225, -1.1095], [5.2065, 2.0943, -1.1654], [6.4217, 2.4731, -1.9657], [5.1544, 0.8871, -0.4779], [4.0563, 0.5225, 0.2918], [4.0473, -0.8315, 0.9381], [1.6526, 2.6934, 2.8002], [0.7525, 3.7620, 2.8649], [-0.5802, 3.7748, 2.1601], [1.0997, 4.8881, 3.6055], [2.2996, 4.9753, 4.2924], [2.6603, 6.2049, 5.0753], [3.1566, 3.8795, 4.2540], [2.8511, 2.7368, 3.5327], [3.8003, 1.5693, 3.5757], [1.7712, -3.9587, 1.9622], [1.5850, -3.5831, 0.2376], [0.1852, -4.1677, 1.1484], [0.8509, 2.9330, -0.4748], [1.8280, 4.1478, -1.3049], [1.7471, 4.1516, 0.4608], [4.0992, 3.8587, -1.6573], [6.2550, 3.3928, -2.5240], [6.6871, 1.6830, -2.6701], [7.2769, 2.6253, -1.3056], [6.0030, 0.2127, -0.5324], [5.0440, -1.2713, 0.9347], [3.3705, -1.4913, 0.3885], [3.6835, -0.7954, 1.9607], [-0.8148, 2.8061, 1.7215], [-0.5912, 4.5220, 1.3636], [-1.3686, 4.0335, 2.8654], [0.4042, 5.7198, 3.6414], [1.8721, 6.9531, 5.0185], [3.5819, 6.6443, 4.6911], [2.8255, 5.9545, 6.1239], [4.0855, 3.9170, 4.8127], [4.3553, 1.5631, 4.5124], [4.5177, 1.6243, 2.7548], [3.2463, 0.6336, 3.4927], [3.4816, -2.2265, -2.7809], [2.1410, -0.9177, -3.2839], [1.0584, -1.7371, -4.6672], [3.1273, 0.4763, -4.1997], [1.0054, -0.2099, -1.6876], [4.1193, -2.4631, -3.6318], [3.0007, -3.1333, -2.4185], [4.0802, -1.7885, -1.9836], [1.6912, -2.0171, -5.5088], [0.3146, -1.0118, -4.9927], [0.5523, -2.6156, -4.2703], [3.8011, 0.0507, -4.9434], [3.6956, 1.0345, -3.4582], [2.4244, 1.1486, -4.6890], [-3.8184, -4.6720, 3.4900], [-4.2564, -4.6390, 2.1732], [-3.6459, -3.7892, 1.2774], [-2.6331, -2.9618, 1.6066], [-2.1870, -3.0406, 2.8740], [-2.7479, -3.8611, 3.8307], [-4.2910, -5.3123, 4.2214], [-5.0590, -5.2774, 1.8327], [-3.9502, -3.7732, 0.2403], [-1.3138, -2.4461, 3.1056], [-2.3315, -3.8817, 4.8279], [-0.4721, -4.4167, -2.1760], [-1.8700, -4.3140, -2.7207], [-2.3177, -5.1458, -3.7305], [-3.6157, -5.0474, -4.2131], [-4.4724, -4.0849, -3.7028], [-4.0628, -3.2237, -2.6965], [-4.9915, -2.1546, -2.1906], [-2.7539, -3.3545, -2.1662], [-2.3376, -2.5814, -1.1309], [0.1917, -4.8907, -2.8995], [-0.4683, -5.0235, -1.2669], [-0.0917, -3.4289, -1.9062], [-1.6451, -5.8862, -4.1474], [-3.9575, -5.7212, -4.9876], [-5.4779, -3.9943, -4.0961], [-6.0278, -2.4869, -2.2411], [-4.8974, -1.2505, -2.7979], [-4.7584, -1.8781, -1.1605]],
  "mulliken_spin": [1.052, 0.027, 0.073, 0.042, 0.106, 0.009, 0.215, -0.018, -0.029, 0.007, 0.104, 0.042, 0.039, 0.014, 0.090, 0.003, 0.046, 0.014, -0.001, -0.001, 0.007, 0.003, 0.005, 0.015, 0.057, 0.216, 0.009, 0.742, 0.173, -0.076, 0.065, 0.011, -0.001, 0.000, 0.001, -0.104, 0.016, 0.068, -0.038, -0.003, 0.001, 0.013, -0.002, -0.003, -0.065, 0.041, 0.001, 0.005, 0.002, -0.014, 0.003, -0.008, 0.001, 0.000, 0.000, 0.000, 0.000, 0.001, 0.004, -0.011, 0.019, 0.004, -0.004, 0.001, 0.000, 0.001, 0.001, 0.000, 0.003, 0.000, -0.007, 0.001, 0.003, 0.001, 0.001, 0.015, 0.000, 0.000, 0.000, 0.000, 0.000, 0.000, 0.000, 0.000, 0.000, 0.019, -0.004, 0.028, -0.069, 0.014, -0.006, 0.001, -0.001, -0.012, 0.010, 0.001, -0.002, 0.006, -0.003, 0.004, -0.001, 0.001, 0.004, 0.019, -0.029, 0.000, 0.000, 0.001, 0.000, 0.001, -0.001, 0.001, 0.000, 0.010]
}


{
  "formula": "C2N3O3",
  "method": "the ωB97M-V functional and the def2-TZVPD basis",
  "gap_ev": 8.5,
  "charge": -1,
  "symbols": ["C", "C", "N", "N", "N", "O", "O", "O"],
  "xyz": [[0.6804, -0.2393, 0.8735], [-1.8984, -0.0879, -0.0533], [1.8988, 0.0569, 1.0580], [1.7326, 0.1599, -1.3293], [-0.3787, -0.5861, 0.5261], [-2.1993, 0.8318, 0.5766], [-2.2548, -0.8133, -0.9006], [2.4212, 0.3363, -0.4036]],
  "mulliken_charge": [0.410, 0.591, -0.543, -0.084, -0.251, -0.516, -0.548, -0.059]
}


{
  "formula": "C2H2Cl4",
  "method": "the ωB97M-V functional and the def2-TZVPD basis",
  "gap_ev": [7.5, 8.7],
  "symbols": ["C", "C", "Cl", "Cl", "Cl", "Cl", "H", "H"],
  "xyz": [[0.6412, -0.3114, 1.5973], [-0.6942, 0.3464, -1.4373], [0.6874, -1.9725, 1.8091], [-2.0758, 1.2156, -1.1067], [-0.8839, -0.7574, -2.7967], [0.8129, 1.0433, -1.3789], [-0.1478, 0.2662, 1.9948], [1.6601, 0.1699, 1.3184]],
  "mulliken_charge": [-0.564, 0.350, -0.115, -0.101, -0.153, -0.095, 0.393, 0.284]
}


{
  "formula": "CHClS3",
  "method": "the ωB97M-V functional and the def2-TZVPD basis",
  "gap_ev": [5.2, 8.1],
  "symbols": ["C", "S", "S", "S", "Cl", "H"],
  "xyz": [[-0.8041, 0.9036, -0.1056], [0.4578, 1.8055, 0.0592], [-1.4908, -0.5348, 0.2205], [1.9487, -1.8232, -0.0424], [2.5508, 0.0439, 0.2623], [-2.6623, -0.3951, -0.3941]],
  "mulliken_charge": [0.286, -0.169, -0.104, -0.117, -0.044, 0.148]
}


{
  "formula": "C5H11NO",
  "method": "the ωB97M-V functional and the def2-TZVPD basis",
  "gap_ev": 9.7,
  "symbols": ["C", "C", "C", "C", "N", "C", "O", "H", "H", "H", "H", "H", "H", "H", "H", "H", "H", "H"],
  "xyz": [[0.2332, 0.3533, -2.1884], [1.1562, -0.4557, -1.1573], [1.0043, 0.1101, 0.2691], [-0.6802, 0.2273, 0.7191], [-1.1164, -1.1560, 0.6278], [-0.7415, 0.6281, 2.2368], [-0.3864, -0.0147, 3.2147], [0.6067, 0.3723, -3.1695], [0.1698, 1.3471, -1.7300], [-0.6771, -0.0341, -1.9663], [1.0184, -1.5068, -1.2121], [2.2804, -0.2837, -1.4975], [1.2573, 1.1941, 0.3084], [1.5969, -0.3675, 1.1220], [-1.2231, 0.9228, 0.1299], [-2.2484, -1.1583, 0.5292], [-0.7738, -1.7553, 1.3658], [-1.4763, 1.5770, 2.3984]],
  "mulliken_charge": [-1.158, -0.293, -0.935, -0.057, -0.576, -0.145, -0.474, 0.364, 0.269, 0.338, 0.343, 0.289, 0.353, 0.364, 0.589, 0.240, 0.253, 0.236]
}


{
  "formula": "C2HI3",
  "method": "the ωB97M-V functional and the def2-TZVPD basis",
  "gap_ev": [7.5, 5.6],
  "multiplicity": 3,
  "symbols": ["C", "C", "I", "I", "I", "H"],
  "xyz": [[1.4619, 1.3247, -0.0998], [0.2664, 1.2460, -0.1776], [-1.6610, -2.8590, -0.7338], [-1.7258, 1.5853, -0.3128], [-0.7227, -2.3986, 1.6842], [2.3811, 1.1016, -0.3601]],
  "mulliken_spin": [0.003, -0.002, 0.989, 0.003, 1.006, 0.001]
}


{
  "formula": "C22H60N5NaO6",
  "method": "the ωB97M-V functional and the def2-TZVPD basis",
  "gap_ev": 3.7,
  "symbols": ["Na", "C", "C", "O", "H", "H", "H", "H", "H", "C", "C", "C", "O", "C", "N", "H", "H", "H", "H", "H", "H", "H", "H", "H", "H", "H", "C", "C", "C", "O", "C", "N", "H", "H", "H", "H", "H", "H", "H", "H", "H", "H", "H", "C", "C", "C", "O", "C", "N", "H", "H", "H", "H", "H", "H", "H", "H", "H", "H", "H", "C", "C", "C", "O", "C", "N", "H", "H", "H", "H", "H", "H", "H", "H", "H", "H", "H", "C", "C", "C", "O", "C", "N", "H", "H", "H", "H", "H", "H", "H", "H", "H", "H", "H"],
  "xyz": [[3.5371, 3.0286, 2.4869], [-0.7668, 0.2420, -0.1509], [0.2305, 0.1900, 1.0206], [1.5952, 0.0807, 0.7412], [-1.7190, -0.0344, 0.3019], [-0.5257, -0.4090, -0.9912], [-0.7668, 1.1225, -0.7935], [-0.1220, -0.5864, 1.6997], [0.1905, 1.1448, 1.5448], [2.2349, -3.0292, -5.1794], [3.6530, -2.5450, -4.7266], [3.9350, -1.0883, -4.3529], [5.3114, -0.8907, -3.7948], [6.2756, -0.8530, -4.8066], [3.9927, -3.4244, -3.5958], [2.1787, -4.0796, -5.4654], [1.9422, -2.5000, -6.0862], [1.6157, -2.8217, -4.3066], [4.3640, -2.7223, -5.5336], [3.2135, -0.8161, -3.5825], [3.8908, -0.3537, -5.1569], [7.2578, -0.6108, -4.4008], [6.2066, -0.0860, -5.5781], [6.3979, -1.8300, -5.2742], [3.1579, -3.9930, -3.5976], [4.6485, -4.1236, -3.9138], [-3.5837, -2.0590, 3.6577], [-4.1784, -0.9372, 4.4999], [-3.3626, 0.4372, 4.3032], [-3.9952, 1.4401, 5.0742], [-3.2730, 2.6381, 4.9182], [-5.5833, -0.8919, 3.9698], [-2.6425, -2.4068, 4.0836], [-3.3753, -1.8968, 2.6002], [-4.1971, -2.9585, 3.7104], [-4.1848, -1.2153, 5.5538], [-3.3961, 0.8833, 3.3093], [-2.3617, 0.1495, 4.6252], [-2.2177, 2.6929, 5.1853], [-3.7592, 3.4411, 5.4721], [-3.3393, 2.9932, 3.8898], [-5.8172, 0.0187, 4.3387], [-6.2867, -1.4514, 4.4304], [2.7461, 4.6429, -2.1581], [2.6237, 6.0163, -1.5177], [1.7184, 6.9183, -2.4217], [1.4743, 8.2598, -1.8370], [2.2851, 9.3653, -2.2019], [2.0279, 5.8823, -0.2170], [1.7402, 4.2375, -2.0497], [3.3907, 3.8917, -1.7018], [2.9679, 4.7715, -3.2176], [3.5927, 6.5149, -1.4947], [0.8725, 6.2321, -2.4633], [2.0864, 7.0457, -3.4398], [2.1872, 10.0852, -1.3894], [1.9353, 9.7339, -3.1662], [3.3498, 9.1492, -2.2900], [1.0895, 5.5422, -0.3716], [1.9159, 6.8495, 0.0516], [3.6437, -6.4955, 3.2875], [2.8124, -5.2179, 3.1206], [3.1188, -4.2244, 4.3041], [4.4715, -3.7808, 4.2564], [4.7081, -2.9115, 5.3390], [3.1278, -4.4809, 1.9241], [4.7253, -6.3936, 3.1997], [3.2381, -7.2345, 2.5965], [3.4932, -6.9726, 4.2559], [1.7275, -5.3215, 3.1008], [2.8578, -4.8379, 5.1664], [2.4554, -3.3784, 4.1245], [4.3461, -3.4070, 6.2399], [4.2264, -1.9450, 5.1911], [5.7808, -2.7335, 5.4153], [2.6461, -5.0112, 1.2123], [2.6115, -3.6141, 1.9703], [-4.8094, -1.5862, -2.9816], [-6.1531, -1.6583, -2.3968], [-6.4329, -0.6227, -1.2845], [-6.0089, 0.6871, -1.6166], [-6.4523, 1.6950, -0.6162], [-7.1122, -1.4305, -3.4619], [-4.5965, -2.1343, -3.8994], [-4.0883, -1.7678, -2.1846], [-4.6210, -0.5408, -3.2258], [-6.2927, -2.6072, -1.8790], [-5.9680, -0.9630, -0.3592], [-7.4906, -0.5652, -1.0272], [-7.5046, 1.8184, -0.3602], [-6.1004, 2.5973, -1.1165], [-5.9120, 1.7054, 0.3304], [-6.8163, -0.5221, -3.7894], [-8.0104, -1.1714, -3.0795]],
  "mulliken_charge": [0.828, -0.753, -0.076, -0.885, 0.120, 0.289, 0.259, 0.105, 0.103, -1.563, 0.375, -0.578, -0.330, -0.756, -0.591, 0.399, 0.378, 0.434, 0.207, 0.290, 0.317, 0.289, 0.302, 0.282, 0.287, 0.257, -1.411, 0.537, -0.563, -0.363, -0.803, -0.722, 0.397, 0.222, 0.372, 0.254, 0.346, 0.339, 0.300, 0.302, 0.324, 0.261, 0.212, -1.266, 0.147, -0.734, -0.350, -0.676, -0.637, 0.302, 0.315, 0.322, 0.357, 0.425, 0.366, 0.252, 0.269, 0.307, 0.321, 0.297, -1.294, 0.439, -0.898, -0.300, -0.733, -0.683, 0.294, 0.365, 0.342, 0.379, 0.383, 0.426, 0.330, 0.258, 0.245, 0.237, 0.207, -1.321, 0.371, -0.714, -0.307, -0.759, -0.794, 0.375, 0.339, 0.268, 0.329, 0.333, 0.407, 0.314, 0.275, 0.253, 0.338, 0.283]
}


{
  "formula": "C7H14N2O5",
  "method": "the ωB97M-V functional and the def2-TZVPD basis",
  "gap_ev": 10.3,
  "symbols": ["C", "C", "O", "C", "N", "C", "O", "N", "C", "C", "O", "C", "O", "O", "H", "H", "H", "H", "H", "H", "H", "H", "H", "H", "H", "H", "H", "H"],
  "xyz": [[3.8380, 0.2848, -0.2625], [2.4200, -0.0955, -0.6904], [2.3030, -1.4844, -0.7730], [1.3487, 0.4563, 0.3141], [1.4270, -0.2043, 1.6201], [-0.0375, 0.3612, -0.2069], [-0.2152, 0.2353, -1.3984], [-1.0376, 0.4910, 0.7484], [-2.3965, 0.0220, 0.4808], [-3.0685, 0.9458, -0.5783], [-2.9550, 2.3256, -0.1571], [-2.4493, -1.4439, 0.1598], [-1.5723, -2.2056, 0.3870], [-3.6283, -1.7955, -0.4511], [4.5759, -0.1102, -0.9829], [4.1149, -0.1234, 0.7363], [3.9376, 1.3714, -0.1532], [2.3067, 0.2656, -1.7145], [1.4860, -1.7169, -1.2587], [1.5469, 1.5507, 0.4680], [1.7537, -1.1550, 1.4111], [2.1410, 0.1943, 2.1516], [-0.7179, 0.4088, 1.7201], [-2.9679, 0.1563, 1.4133], [-4.1157, 0.6995, -0.7204], [-2.5024, 0.7960, -1.5887], [-1.9916, 2.5164, -0.0720], [-3.5436, -2.7463, -0.6026]],
  "mulliken_charge": [-1.464, 0.169, -0.627, 0.593, -0.707, -0.286, -0.669, -0.206, 0.117, -0.712, -0.575, 0.517, -0.534, -0.463, 0.362, 0.293, 0.364, 0.425, 0.385, 0.312, 0.294, 0.266, 0.321, 0.453, 0.449, 0.217, 0.351, 0.356]
}


no.,DFT total energy (eV)
1,-141001.3038
2,-12682.9733
3,-52192.3590
4,-46077.7640
5,-8898.7242
6,-26387.6847
7,-47929.2639
8,-20704.3638